{
  "formula": "C36H29AsClN5OOsS2",
  "method": "ωB97M-V/def2-TZVPD",
  "symbols": ["Os", "N", "C", "S", "N", "N", "C", "C", "C", "C", "C", "C", "C", "O", "H", "H", "H", "H", "H", "H", "H", "Cl", "C", "C", "C", "C", "N", "C", "H", "H", "H", "H", "C", "C", "C", "C", "C", "C", "As", "C", "C", "C", "C", "C", "C", "C", "C", "C", "C", "C", "C", "H", "H", "H", "H", "H", "H", "H", "H", "H", "H", "H", "H", "H", "S", "C", "N", "C", "C", "C", "C", "H", "H", "H", "H", "H"],
  "coordinates": [[-0.539, -0.600, -0.222], [-2.436, 1.729, 3.185], [-1.915, 0.755, 2.473], [-0.223, 1.531, -0.096], [-1.066, -0.121, 2.797], [-0.455, -0.896, 1.820], [0.326, -1.798, 2.340], [1.347, -2.525, 1.650], [1.988, -3.585, 2.327], [3.112, -4.177, 1.809], [3.660, -3.689, 0.611], [3.080, -2.633, -0.054], [1.903, -2.046, 0.443], [1.401, -1.002, -0.190], [-3.271, 2.194, 2.872], [-2.064, 1.967, 4.096], [0.253, -1.916, 3.418], [1.586, -3.911, 3.278], [3.599, -4.985, 2.337], [4.568, -4.128, 0.221], [3.520, -2.223, -0.953], [-2.679, 0.598, -5.397], [-1.279, 0.145, -4.509], [-0.059, -0.059, -5.129], [1.015, -0.411, -4.331], [0.842, -0.558, -2.968], [-0.347, -0.368, -2.375], [-1.385, -0.008, -3.138], [0.042, 0.063, -6.199], [1.994, -0.568, -4.759], [1.660, -0.822, -2.317], [-2.335, 0.170, -2.663], [-5.541, -1.571, 3.573], [-4.412, -2.286, 3.194], [-3.664, -1.870, 2.105], [-4.043, -0.738, 1.396], [-5.176, -0.022, 1.768], [-5.922, -0.444, 2.861], [-3.056, -0.224, -0.181], [-4.115, -1.027, -1.576], [-4.255, -2.365, -1.902], [-5.156, -2.723, -2.894], [-5.907, -1.750, -3.544], [-5.775, -0.412, -3.206], [-4.877, -0.038, -2.213], [-4.657, 1.347, -1.738], [-5.269, 2.489, -2.247], [-4.978, 3.728, -1.701], [-4.077, 3.853, -0.649], [-3.450, 2.726, -0.135], [-3.746, 1.488, -0.683], [-6.125, -1.896, 4.423], [-4.116, -3.162, 3.756], [-2.765, -2.400, 1.824], [-5.490, 0.850, 1.206], [-6.806, 0.106, 3.151], [-3.667, -3.125, -1.404], [-5.275, -3.763, -3.163], [-6.607, -2.040, -4.315], [-6.378, 0.330, -3.711], [-5.974, 2.418, -3.065], [-5.458, 4.611, -2.101], [-3.857, 4.829, -0.237], [-2.738, 2.825, 0.676], [-0.831, -2.964, -1.098], [-0.694, -4.324, -0.025], [0.400, -5.100, -0.211], [0.647, -6.251, 0.444], [-0.243, -6.701, 1.379], [-1.392, -5.941, 1.613], [-1.617, -4.770, 0.921], [1.073, -4.765, -0.892], [1.561, -6.760, 0.179], [-0.055, -7.625, 1.904], [-2.123, -6.284, 2.333], [-2.525, -4.209, 1.067]],
  "e_tot_ev": -144784.81203,
  "e_above_lowest_kcal_mol": 32.50,
  "spin_multiplicity": 5,
  "charge": 2,
  "gap_ev": [7.4, 5.6]
}



{
  "formula": "C4H4Cl2O4S",
  "method": "ωB97M-V/def2-TZVPD",
  "symbols": ["C", "C", "C", "C", "O", "O", "O", "O", "S", "Cl", "Cl", "H", "H", "H", "H"],
  "coordinates": [[-1.340, -0.953, 0.834], [0.309, 0.495, 2.118], [0.270, 0.317, -2.087], [-0.435, 0.214, 0.680], [-1.216, -1.933, 1.481], [0.489, -0.372, 2.876], [2.131, 0.515, -0.066], [0.963, -1.591, -0.474], [0.913, -0.158, -0.460], [-2.523, -0.928, -0.466], [0.874, 2.064, 2.342], [0.851, -0.268, -2.874], [-0.712, 0.088, -1.936], [0.469, 1.392, -2.466], [-1.042, 1.117, 0.499]],
  "smiles": "CS(=O)(=O)C(C(=O)Cl)C(=O)Cl",
  "e_tot_ev": -48281.09019,
  "e_above_lowest_kcal_mol": 8.03,
  "charge": 0,
  "gap_ev": 10.7
}



| no. | largest force on an atom (eV/Å) |
| --- | --- |
| 1 | 0.35 |
| 2 | 4.84 |